Density functional theory data (wB97M-V/def2-TZVPD) for a cluster of 2 separate species, C2H2N2O2 in total.

Highest occupied orbital energy ... -11.7 eV
Orbital gap ... 11.26 eV
Multiplicity ... 1

Each line ends with the Löwdin charge.
Cartesian coordinates (Å):
C: -0.015 1.589 -0.116  -0.246
C: 0.905 0.936 -0.986  -0.055
N: -0.611 2.268 0.575  0.179
N: 1.959 0.119 -0.185  -0.392
O: 1.574 -0.872 0.406  0.101
O: 3.042 0.664 -0.282  0.061
H: 0.507 0.370 -1.728  0.069
H: 1.764 2.056 -1.564  0.283

Atomic forces in eV per Å
0.50 -0.18 -0.33
4.25 4.27 0.41
-0.93 0.55 0.82
-1.05 1.47 -1.02
1.02 0.91 -0.49
0.25 -1.68 1.09
-1.14 -1.68 -2.12
-2.90 -3.66 1.65

Density functional theory data (wB97M-V/def2-TZVPD) for a cluster of 2 separate species, C2H2O2S in total.

Highest occupied orbital energy (spin up / spin down) ... -9.6 / -9.6 eV
Orbital gap (spin up / spin down) ... 7.32 / 7.32 eV
Multiplicity ... 1

Each line ends with the Löwdin charge.
Cartesian coordinates (Å):
C: 0.549 1.545 -1.618  -0.532
C: 0.775 0.342 -0.844  0.031
O: 0.210 2.116 -2.588  0.187
O: 1.030 1.687 -0.420  0.149
S: -1.617 -0.741 -0.007  0.357
H: 1.587 -0.293 -0.685  0.080
H: -1.800 0.478 -0.615  -0.272

Atomic forces in eV per Å
-0.59 -1.83 -1.91
-2.83 0.39 0.35
0.03 0.51 0.22
0.29 1.01 2.12
2.73 2.12 -1.26
0.81 -1.41 0.07
-0.44 -0.80 0.43

Density functional theory data (wB97M-V/def2-TZVPD) for the ion C9H17BNO4 with charge +1.

Highest occupied orbital energy ... -13.8 eV
Orbital gap ... 10.81 eV
Multiplicity ... 1
Net charge ... +1
SMILES ... CC(C)(C)OC(=O)[C@]1(B(O)O)CC=C[NH2+]1

Each line ends with the Löwdin charge.
Cartesian coordinates (Å):
C: -2.541 0.005 1.616  -0.012
C: -1.488 -1.057 1.220  -0.553
C: -2.092 -2.253 0.574  -0.043
C: -0.550 -1.693 2.274  -0.009
O: -0.761 -0.260 0.215  -0.002
C: 0.211 0.622 0.486  -0.491
O: 0.493 1.192 1.524  0.159
C: 1.002 0.905 -0.689  -0.150
B: 2.412 -0.099 -0.432  -0.546
O: 3.140 -0.002 0.670  0.220
O: 2.723 -0.800 -1.575  0.161
C: 1.121 2.529 -0.847  -0.011
C: 0.699 2.678 -2.254  -0.034
C: 0.284 1.582 -2.858  -0.001
N: 0.516 0.387 -1.993  0.109
H: -2.074 0.960 1.938  0.093
H: -3.289 0.144 0.793  0.105
H: -3.109 -0.414 2.507  0.112
H: -3.095 -2.423 1.021  0.115
H: -1.421 -3.053 0.651  0.058
H: -2.295 -2.115 -0.559  0.121
H: 0.456 -1.888 1.814  0.111
H: -0.568 -0.998 3.153  0.103
H: -0.977 -2.615 2.731  0.102
H: 4.045 -0.429 0.973  0.213
H: 3.448 -1.426 -1.368  0.150
H: 2.077 2.782 -0.540  0.108
H: 0.312 2.954 -0.196  0.156
H: 0.742 3.690 -2.683  0.141
H: -0.205 1.466 -3.822  0.136
H: -0.412 -0.160 -1.854  0.222
H: 1.196 -0.209 -2.489  0.157

Atomic forces in eV per Å
-0.93 -1.11 1.79
-0.47 1.05 0.58
-2.24 1.07 -3.19
-0.30 1.67 1.49
1.35 -0.91 -0.60
-1.24 0.13 2.06
-0.81 -1.17 -0.85
3.24 0.09 -0.49
-0.18 1.75 -1.09
2.35 -0.91 1.87
0.54 -0.83 0.95
-2.49 -3.17 0.29
0.47 1.25 -0.60
-0.06 0.31 0.17
-3.05 -0.10 -1.11
-0.31 -0.67 -0.33
0.85 -0.03 0.63
0.45 0.66 -0.95
0.83 -0.33 -0.10
0.48 -1.48 0.12
0.20 0.03 1.69
-0.88 0.21 0.74
1.04 -0.41 -0.72
0.24 0.45 -0.88
-3.00 1.15 -1.42
-0.45 0.38 -0.64
1.71 1.18 0.33
1.10 -0.11 -0.34
-0.39 -0.69 -0.13
0.33 -0.18 0.24
1.80 0.82 -0.08
-0.16 -0.11 0.60

Density functional theory data (wB97M-V/def2-TZVPD) for an isolated molecule of C5H11NO.

Highest occupied orbital energy ... -8.8 eV
Orbital gap ... 9.83 eV
Multiplicity ... 1
SMILES ... CCN(C)CC=O

Each line ends with the Löwdin charge.
Cartesian coordinates (Å):
C: 0.971 1.743 0.965  -0.104
C: 1.111 0.472 0.128  -0.251
N: -0.255 -0.088 -0.054  -0.242
C: -0.930 0.704 -1.049  -0.129
C: -0.311 -1.545 -0.376  -0.163
C: -1.021 -2.367 0.726  -0.246
O: -2.064 -2.955 0.566  0.036
H: 1.797 2.312 0.631  0.043
H: 1.221 1.654 2.115  0.113
H: 0.064 2.287 0.743  0.058
H: 1.796 -0.228 0.684  0.135
H: 1.417 0.837 -0.784  0.073
H: -0.598 0.250 -2.059  0.105
H: -0.533 1.737 -1.172  0.083
H: -2.002 0.856 -0.973  0.084
H: -0.775 -1.657 -1.469  0.148
H: 0.763 -1.903 -0.421  0.118
H: -0.650 -2.107 1.798  0.138

Atomic forces in eV per Å
1.29 -0.51 2.37
-2.01 -0.84 3.41
0.25 -1.11 0.86
1.14 0.34 -2.59
0.85 0.15 -1.76
-1.20 1.87 0.54
1.12 -0.10 0.05
0.87 1.31 -0.31
-1.17 -0.18 -2.18
-0.17 0.02 0.34
-0.66 0.49 -1.10
1.49 0.04 -2.39
-1.16 0.67 0.87
-0.06 -0.62 0.69
-0.16 -0.67 0.13
0.74 -0.28 2.51
-1.05 0.12 -0.09
-0.11 -0.69 -1.33

Density functional theory data (wB97M-V/def2-TZVPD) for a cluster of 2 separate species, C7H14OSi in total.

Highest occupied orbital energy (spin up / spin down) ... -7.1 / -6.5 eV
Orbital gap (spin up / spin down) ... 7.31 / 6.69 eV
Multiplicity ... 1

Each line ends with the Löwdin charge.
Cartesian coordinates (Å):
C: -1.603 0.121 -1.834  0.009
C: 2.875 1.009 0.313  0.004
C: -1.480 0.660 -0.623  -0.402
C: 1.881 0.185 -0.003  -0.397
C: -2.422 1.719 -0.156  -0.115
C: 1.960 -1.008 -0.966  -0.095
C: -0.489 -2.440 1.462  0.020
O: -0.326 1.415 1.751  -0.122
Si: 0.069 0.467 0.461  0.815
H: -0.888 -0.501 -2.308  0.043
H: -2.470 0.213 -2.320  0.016
H: 2.638 1.764 1.040  0.050
H: 3.825 0.841 -0.047  0.038
H: -2.753 1.455 0.779  0.028
H: -3.261 1.741 -0.942  0.110
H: -1.693 2.665 -0.047  0.131
H: 2.828 -0.762 -1.616  0.100
H: 1.074 -0.997 -1.448  -0.009
H: 2.018 -1.906 -0.424  0.060
H: 0.142 -3.185 1.674  -0.084
H: -1.062 -2.076 2.171  -0.111
H: -0.863 -2.618 0.528  -0.083
H: -0.001 1.238 2.556  -0.008

Atomic forces in eV per Å
2.39 -0.44 2.28
-2.54 -0.36 0.95
2.04 0.17 -0.70
-1.40 -0.01 -0.70
1.49 1.41 -2.71
3.24 2.72 1.34
1.75 2.87 -3.05
-1.45 1.13 -4.70
-0.51 -2.59 1.45
0.69 -0.63 -0.13
-3.30 0.67 -2.12
0.46 0.60 -0.01
2.17 -0.14 -0.54
-1.16 -0.14 2.32
1.14 0.72 1.39
-2.38 -1.55 -0.39
-0.60 -0.85 0.09
-2.66 -0.36 -2.25
0.41 -1.21 0.58
2.89 -2.30 1.31
-2.96 1.46 3.26
-1.64 -0.18 -2.22
1.93 -1.00 4.53

Density functional theory data (wB97M-V/def2-TZVPD) for a structure of composition C3H7AgCl2NO.

Highest occupied orbital energy ... -4.8 eV
Orbital gap ... 7.60 eV
Multiplicity ... 1
Net charge ... -1

Each line ends with the Löwdin charge.
Cartesian coordinates (Å):
Ag: -9.049 -22.113 20.508  0.289
Cl: -10.800 -23.945 20.062  -0.617
Cl: -7.151 -21.279 22.088  -0.616
C: -7.985 -18.658 17.939  0.001
C: -7.592 -20.116 17.895  -0.531
O: -8.135 -20.957 18.595  -0.063
N: -6.584 -20.452 17.040  0.002
C: -5.955 -21.763 17.064  -0.070
H: -9.070 -18.576 17.923  0.084
H: -7.566 -18.065 17.126  0.066
H: -7.648 -18.229 18.884  0.091
H: -6.227 -19.749 16.421  0.118
H: -6.347 -22.450 16.302  0.081
H: -6.132 -22.239 18.024  0.088
H: -4.885 -21.668 16.871  0.077

Atomic forces in eV per Å
-0.02 -0.60 0.62
0.43 0.58 0.04
-0.44 -0.08 -0.45
-0.05 0.11 -0.02
-0.10 -0.50 0.13
0.26 0.52 -0.52
-0.03 -0.06 0.20
-0.10 -0.25 -0.37
0.00 -0.08 -0.02
0.02 -0.08 -0.04
0.05 -0.14 0.02
0.09 0.05 0.06
-0.15 0.24 0.04
0.07 0.18 0.11
-0.02 0.10 0.20

Asked for molecular weight across the records above, the calculation gives 86.05 90.10 214.05 101.15 142.27 251.87 Da in order.
Asked for largest force on an atom across the records above, the calculation gives 0.1174 0.0715 0.0785 0.0787 0.0980 0.0167 hartree/bohr in order.
Asked for ΔE to the lowest compared entry with this formula, charge and spin across the records above, the calculation gives 132.5 98.4 8.0 69.1 103.3 0.0 kcal per mole in order.